1.
{
  "formula": "C19H30F6N4O8S2",
  "method": "the ωB97M-V functional and the def2-TZVPD basis",
  "homo_ev": -8.032,
  "symbols": ["C", "C", "C", "C", "O", "C", "N", "N", "C", "C", "O", "C", "C", "C", "N", "C", "C", "C", "C", "C", "C", "C", "O", "O", "H", "H", "H", "H", "H", "H", "H", "H", "H", "H", "H", "H", "H", "H", "H", "H", "H", "H", "H", "H", "H", "H", "H", "H", "H", "H", "H", "H", "H", "H", "C", "F", "F", "F", "S", "O", "O", "N", "S", "O", "O", "C", "F", "F", "F"],
  "coordinates": [[-4.840, 5.249, 2.749], [-4.506, 3.768, 3.370], [-5.231, 2.566, 2.525], [-4.164, 1.392, 2.096], [-4.288, 1.034, 0.661], [-2.989, 1.419, 0.108], [-3.008, 2.650, -0.593], [-1.843, 3.083, -1.087], [-0.645, 2.315, -0.899], [0.716, 2.995, -1.512], [1.461, 2.093, -2.365], [1.470, 2.520, -3.757], [0.159, 1.916, -4.494], [-0.438, 0.925, -0.197], [0.843, 0.193, -0.043], [1.729, 0.885, 0.952], [0.903, 1.182, 2.338], [1.838, 0.949, 3.671], [-1.835, 0.383, 0.406], [-1.967, -1.014, 1.186], [-2.379, -2.273, 0.232], [-1.109, -3.252, -0.063], [-1.326, -4.507, -0.234], [0.280, -2.745, -0.106], [-3.923, 5.955, 2.884], [-4.986, 5.131, 1.604], [-5.788, 5.702, 3.249], [-4.845, 3.745, 4.485], [-3.359, 3.687, 3.387], [-6.000, 2.102, 3.271], [-5.742, 2.984, 1.583], [-3.126, 1.811, 2.368], [-4.322, 0.467, 2.789], [-1.820, 4.001, -1.581], [0.413, 3.917, -2.166], [1.369, 3.450, -0.657], [1.638, 3.645, -3.922], [2.385, 1.987, -4.250], [0.205, 1.976, -5.640], [-0.769, 2.426, -4.030], [0.098, 0.793, -4.186], [1.308, 0.020, -0.950], [2.110, 1.911, 0.595], [2.585, 0.172, 1.232], [0.009, 0.447, 2.479], [0.473, 2.247, 2.390], [2.518, 0.033, 3.542], [2.373, 1.907, 4.012], [1.078, 0.666, 4.512], [-0.928, -1.294, 1.635], [-2.712, -0.909, 2.067], [-3.120, -2.929, 0.850], [-2.921, -1.968, -0.735], [0.305, -2.154, -0.899], [7.021, -5.058, -1.593], [8.192, -5.387, -2.184], [7.034, -5.637, -0.366], [7.065, -3.719, -1.371], [5.562, -5.550, -2.574], [5.666, -6.995, -2.684], [5.707, -4.829, -3.829], [4.467, -4.998, -1.567], [2.983, -5.226, -2.075], [2.509, -6.600, -2.092], [2.556, -4.418, -3.209], [2.148, -4.472, -0.639], [2.504, -3.167, -0.469], [2.459, -5.093, 0.527], [0.789, -4.502, -0.741]],
  "forces_ev_per_angstrom": [[0.31, -0.44, -0.07], [-0.24, 0.81, 0.00], [0.53, -0.27, 0.96], [-0.90, 0.80, 2.11], [3.84, 1.55, 0.14], [-0.46, -0.42, -0.24], [0.49, -3.31, 1.88], [2.86, -3.95, 1.65], [1.58, -0.15, -0.34], [-0.80, 1.06, -0.42], [-0.79, 1.68, 0.56], [0.40, -1.47, -2.09], [0.26, -0.27, 1.15], [-4.55, 0.84, 0.20], [-1.91, 2.16, -0.09], [-0.26, 0.53, 1.82], [0.44, -0.67, 0.80], [-1.53, -0.18, 0.14], [2.51, 3.01, -2.32], [0.32, 0.36, -0.03], [0.19, -0.37, 0.82], [-0.29, -4.62, -1.03], [-0.10, 7.01, 1.46], [-5.99, 3.59, 0.88], [-1.78, -1.16, -0.02], [0.05, 0.32, 1.94], [1.75, -0.73, -1.08], [0.61, -0.03, -2.05], [-1.67, -0.22, -0.14], [1.14, 0.75, -1.78], [0.74, -0.75, 1.51], [-1.41, -0.77, -0.75], [0.14, 1.42, -1.62], [-0.13, -1.09, 0.55], [0.24, -1.51, 1.25], [-1.13, -1.21, -1.39], [-0.49, -1.57, 0.61], [-1.55, 0.99, 1.14], [-0.16, 0.17, 1.87], [1.25, -0.72, -1.13], [0.17, 1.98, -0.65], [-0.33, 0.50, 0.58], [-0.21, -1.74, 0.33], [-1.25, 1.16, -0.77], [1.64, 1.25, -0.59], [0.64, -1.54, -0.30], [-0.82, 1.62, 0.15], [-0.54, -1.65, -0.71], [1.52, 0.59, -1.33], [-1.76, 0.83, -0.95], [1.17, -0.06, -1.72], [1.41, 1.13, -1.29], [1.03, -0.45, 1.39], [0.08, -0.43, 1.03], [1.41, 0.65, 1.48], [-0.97, 0.01, -0.04], [-0.22, 0.10, -0.74], [-0.22, -0.57, -0.34], [1.09, -1.07, -1.76], [-0.26, 1.19, 0.50], [-0.30, -0.17, 1.21], [-0.34, -0.31, -0.79], [-1.48, -0.81, -1.05], [0.63, 1.13, 0.29], [0.49, -0.18, 0.98], [-0.95, 0.32, 1.65], [0.65, -0.54, -0.48], [-0.10, 0.22, -0.81], [4.35, -4.37, -2.10]],
  "mulliken_charge": [-0.9514, -0.3372, -0.6454, -0.2377, -0.4291, 0.0099, -0.9280, 0.2965, 0.2751, -0.9728, -0.2886, -0.3733, -0.7419, -0.2897, 0.1914, -0.5405, 0.2025, -1.1333, 0.8167, -0.4581, -0.7470, 0.4938, -0.5136, -0.3724, 0.2751, 0.2645, 0.2630, 0.3222, 0.2416, 0.2838, 0.3425, 0.1396, 0.2930, 0.3206, 0.3925, 0.3022, 0.3104, 0.2935, 0.3681, 0.1540, 0.2031, 0.4728, 0.0081, 0.6297, -0.1527, 0.2521, 0.3226, 0.3038, 0.3207, 0.3538, 0.3507, 0.2750, 0.3925, 0.2585, 0.6469, -0.2172, -0.2388, -0.2430, 0.9748, -0.6371, -0.6451, -0.2404, 0.9546, -0.6589, -0.6653, 0.8348, -0.2867, -0.2590, -0.2029]
}



2.
{
  "formula": "C19H30FeN3O3SSb",
  "method": "the ωB97M-V functional and the def2-TZVPD basis",
  "s2": 1.09,
  "homo_ev": [-17.265, -17.257],
  "spin_multiplicity": 2,
  "de_lowest_ev": 0.000,
  "charge": 3,
  "symbols": ["Fe", "C", "O", "C", "C", "O", "C", "C", "O", "C", "H", "H", "H", "H", "H", "H", "H", "H", "H", "H", "H", "H", "H", "H", "N", "C", "C", "C", "C", "C", "C", "N", "C", "C", "C", "S", "C", "N", "H", "H", "H", "H", "H", "H", "H", "C", "Sb", "C", "C", "H", "H", "H", "H", "H", "H", "H", "H", "H"],
  "coordinates": [[0.740, 0.040, -0.512], [2.737, 0.496, -2.644], [2.540, 0.516, -1.201], [3.054, 1.703, -0.554], [1.972, 2.750, -0.590], [0.721, 2.094, -0.211], [-0.414, 2.732, -0.861], [-0.559, 2.170, -2.258], [-0.376, 0.751, -2.142], [-1.051, -0.015, -3.165], [3.807, 0.507, -2.844], [2.255, 1.352, -3.111], [2.296, -0.425, -3.016], [3.957, 2.043, -1.062], [3.318, 1.402, 0.457], [1.861, 3.157, -1.595], [2.160, 3.570, 0.102], [-0.271, 3.813, -0.866], [-1.278, 2.499, -0.250], [0.171, 2.574, -2.964], [-1.557, 2.388, -2.641], [-2.124, 0.163, -3.107], [-0.836, -1.064, -2.975], [-0.672, 0.268, -4.146], [-2.243, -2.650, 0.057], [-3.108, -1.625, 0.422], [-4.468, -1.652, 0.710], [-5.046, -0.451, 1.055], [-4.287, 0.729, 1.121], [-2.937, 0.744, 0.834], [-2.337, -0.460, 0.463], [-1.015, -0.801, 0.106], [-1.033, -2.112, -0.112], [0.198, -2.767, -0.498], [0.548, -4.066, -0.679], [2.199, -4.165, -1.105], [2.345, -2.487, -1.006], [1.226, -1.868, -0.691], [-2.494, -3.618, -0.076], [-5.041, -2.569, 0.667], [-6.102, -0.414, 1.288], [-4.774, 1.650, 1.412], [-2.384, 1.665, 0.933], [-0.058, -4.955, -0.590], [3.278, -1.973, -1.187], [-0.319, 1.146, 3.050], [1.110, -0.112, 2.158], [2.978, 0.533, 2.918], [0.819, -2.060, 2.902], [-0.101, 1.150, 4.118], [-1.321, 0.763, 2.879], [-0.214, 2.153, 2.653], [2.915, 0.404, 4.000], [3.131, 1.589, 2.704], [3.793, -0.063, 2.517], [1.034, -2.032, 3.970], [1.482, -2.772, 2.416], [-0.223, -2.337, 2.749]],
  "forces_ev_per_angstrom": [[0.06, 0.01, 0.45], [0.05, 0.01, 0.01], [-0.02, -0.02, 0.02], [-0.04, 0.05, -0.04], [-0.05, -0.08, 0.01], [-0.04, 0.08, -0.08], [-0.01, -0.02, -0.06], [0.00, 0.04, 0.07], [0.04, -0.14, -0.11], [0.01, 0.00, 0.05], [0.00, 0.00, 0.00], [0.00, 0.01, 0.00], [-0.01, 0.01, -0.01], [0.00, 0.00, 0.00], [-0.01, 0.03, 0.01], [0.01, 0.00, 0.00], [0.03, -0.01, 0.01], [0.01, 0.00, 0.00], [0.04, -0.02, -0.08], [0.00, 0.00, 0.00], [-0.01, 0.00, 0.00], [0.00, 0.00, -0.01], [0.00, 0.00, -0.01], [-0.02, 0.00, -0.01], [0.02, 0.12, 0.04], [-0.08, -0.06, 0.01], [-0.01, -0.01, 0.00], [-0.01, -0.03, 0.00], [0.07, 0.03, -0.01], [-0.06, 0.05, 0.01], [0.17, 0.01, -0.08], [-0.02, 0.15, 0.08], [-0.01, -0.23, -0.10], [0.02, -0.01, 0.00], [0.03, 0.02, -0.05], [-0.02, 0.00, 0.07], [-0.02, 0.02, -0.05], [-0.12, 0.02, -0.11], [0.00, 0.00, 0.00], [-0.01, 0.01, 0.00], [0.00, 0.00, 0.00], [-0.01, 0.00, 0.01], [-0.02, -0.04, 0.03], [0.00, 0.00, -0.01], [0.00, -0.01, -0.01], [0.05, -0.01, 0.12], [0.06, 0.09, -0.23], [-0.04, 0.07, -0.02], [-0.12, -0.01, -0.03], [-0.02, 0.03, 0.00], [0.00, -0.02, 0.01], [-0.01, 0.00, 0.00], [0.04, -0.05, -0.01], [-0.01, -0.01, 0.01], [0.02, -0.02, 0.02], [0.00, 0.00, 0.00], [0.02, 0.02, -0.01], [0.02, -0.05, 0.03]],
  "mulliken_spin": [1.5942, 0.0086, -0.0091, -0.0077, 0.0025, -0.0144, -0.0010, 0.0022, 0.0162, 0.0072, -0.0002, 0.0018, -0.0041, -0.0010, 0.0036, -0.0015, 0.0004, -0.0022, -0.0005, -0.0005, 0.0002, 0.0002, -0.0029, 0.0035, -0.0034, -0.0052, -0.0005, 0.0004, 0.0006, -0.0001, -0.0106, -0.0526, 0.0054, -0.0081, -0.0060, 0.0036, 0.0006, -0.0695, 0.0006, -0.0001, -0.0001, 0.0001, -0.0005, -0.0004, 0.0002, -0.0234, -0.3229, -0.0448, -0.0256, -0.0128, 0.0024, 0.0000, -0.0155, 0.0019, -0.0007, -0.0109, -0.0004, 0.0026]
}



3.
{
  "formula": "C19H30IN3O2",
  "method": "the ωB97M-V functional and the def2-TZVPD basis",
  "homo_ev": -8.792,
  "de_lowest_ev": 2.528,
  "smiles": "COCCCc1ccc2nc(C[C@H](C)I)cnc2c1.COC[C@@H](C)N",
  "symbols": ["C", "O", "C", "C", "C", "C", "C", "C", "C", "N", "C", "C", "C", "C", "I", "C", "N", "C", "C", "H", "H", "H", "H", "H", "H", "H", "H", "H", "H", "H", "H", "H", "H", "H", "H", "H", "H", "H", "C", "O", "C", "C", "C", "N", "H", "H", "H", "H", "H", "H", "H", "H", "H", "H", "H"],
  "coordinates": [[-2.297, -0.818, -0.231], [-1.876, -0.041, -1.370], [-0.415, -0.038, -1.422], [0.062, 1.275, -0.682], [1.402, 1.122, 0.149], [1.404, -0.120, 1.103], [0.581, 0.020, 2.381], [0.563, -1.143, 3.260], [1.284, -2.429, 2.940], [1.167, -3.463, 3.864], [1.873, -4.569, 3.501], [1.854, -5.789, 4.497], [0.850, -6.942, 4.085], [0.817, -7.280, 2.545], [-1.154, -6.499, 4.778], [2.664, -4.648, 2.235], [2.782, -3.676, 1.289], [2.076, -2.550, 1.703], [2.115, -1.341, 0.795], [-3.337, -0.516, 0.056], [-2.212, -1.930, -0.444], [-1.646, -0.623, 0.679], [-0.166, -0.067, -2.520], [-0.060, -0.996, -0.954], [0.160, 2.089, -1.456], [-0.773, 1.574, 0.021], [2.332, 1.156, -0.483], [1.460, 2.031, 0.826], [0.034, 0.971, 2.607], [-0.035, -1.074, 4.211], [1.476, -5.373, 5.480], [2.909, -6.135, 4.673], [1.207, -7.881, 4.606], [0.329, -6.471, 1.938], [0.173, -8.199, 2.414], [1.854, -7.485, 2.158], [3.213, -5.612, 2.036], [2.707, -1.373, -0.153], [-0.226, 5.689, -1.988], [-0.507, 4.585, -2.830], [-1.863, 4.493, -3.249], [-2.222, 5.389, -4.448], [-2.391, 6.860, -4.080], [-1.228, 5.280, -5.523], [-1.065, 5.928, -1.328], [0.048, 6.562, -2.585], [0.637, 5.431, -1.371], [-2.002, 3.451, -3.555], [-2.541, 4.660, -2.403], [-3.184, 5.041, -4.838], [-1.437, 7.364, -3.917], [-2.896, 7.396, -4.888], [-2.998, 6.973, -3.178], [-1.190, 4.311, -5.834], [-0.312, 5.433, -5.104]],
  "forces_ev_per_angstrom": [[0.17, -0.04, 0.49], [0.64, -0.86, 0.84], [-0.80, 0.25, -0.18], [0.25, -0.51, -0.18], [-0.01, 0.19, 0.72], [-0.12, -1.05, 0.83], [1.74, -3.63, -0.33], [0.25, 1.39, -1.71], [-0.32, 1.11, -0.23], [1.90, -0.93, -2.32], [-0.08, 0.58, -0.17], [-0.69, 1.23, 0.02], [1.58, -0.62, -0.65], [-0.63, -0.20, 0.33], [0.48, -0.16, -0.18], [-0.18, 0.24, -0.05], [-1.66, -0.55, 3.62], [-0.56, 2.38, -0.94], [-1.42, 1.02, 1.58], [0.84, -0.44, -0.52], [-0.30, 1.19, 0.16], [-0.59, -0.07, -0.97], [0.00, 0.22, 1.15], [-0.01, 0.99, -0.35], [-0.04, -0.67, 0.92], [0.90, -0.39, -0.75], [-0.98, -0.26, 0.43], [0.05, -0.93, -0.80], [0.63, -1.13, -0.18], [0.83, -0.38, -1.08], [0.63, -0.40, -1.07], [-1.04, -0.04, -0.41], [-0.76, 1.11, -0.34], [0.64, -0.63, 0.62], [0.82, 0.90, 0.05], [-1.00, 0.17, 0.39], [-0.62, 1.17, 0.21], [-0.56, -0.19, 1.03], [0.32, -0.08, -0.12], [-0.32, 0.06, 0.18], [-0.07, -0.30, -0.23], [0.34, 0.21, 0.17], [-0.22, 0.17, -0.04], [-0.01, -0.27, 0.12], [-0.04, 0.02, -0.08], [-0.11, 0.13, 0.14], [-0.06, -0.08, -0.04], [0.10, 0.03, 0.02], [0.04, 0.14, 0.03], [0.07, -0.11, 0.04], [0.00, -0.10, 0.01], [0.07, -0.08, 0.02], [0.04, 0.00, -0.01], [-0.07, 0.09, -0.10], [-0.08, 0.10, -0.07]],
  "mulliken_charge": [-0.4774, -0.3783, -0.4730, -0.0773, -1.2468, 0.7762, -0.6672, -0.5238, 0.2728, -0.4645, 0.7942, -1.0094, -0.3274, -1.2050, 0.0685, -0.3428, -0.5849, 0.5067, -0.4730, 0.2685, 0.2456, 0.1317, 0.3042, 0.2897, 0.0926, 0.2566, 0.4059, 0.3449, 0.3500, 0.3408, 0.3772, 0.3753, 0.3980, 0.3543, 0.4113, 0.2595, 0.2903, 0.3234, -0.7378, -0.3514, -0.7129, 0.3608, -1.4081, -0.7460, 0.3435, 0.2421, 0.2598, 0.3299, 0.4392, 0.4141, 0.2777, 0.3537, 0.3441, 0.2745, 0.3294]
}



4.
{
  "formula": "C19H30N2O2",
  "method": "the ωB97M-V functional and the def2-TZVPD basis",
  "homo_ev": -7.723,
  "de_lowest_ev": 2.831,
  "smiles": "CCN(CC)CCCN(Cc1ccc(C)o1)Cc1ccc(C)o1",
  "symbols": ["C", "C", "N", "C", "C", "C", "C", "C", "N", "C", "C", "C", "C", "C", "C", "O", "C", "C", "C", "C", "C", "C", "O", "H", "H", "H", "H", "H", "H", "H", "H", "H", "H", "H", "H", "H", "H", "H", "H", "H", "H", "H", "H", "H", "H", "H", "H", "H", "H", "H", "H", "H", "H"],
  "coordinates": [[0.610, 5.360, -2.183], [0.358, 3.854, -2.218], [1.404, 3.120, -1.542], [1.455, 3.284, -0.099], [2.680, 4.101, 0.316], [1.632, 1.782, -2.034], [0.422, 0.826, -2.088], [-0.206, 0.496, -0.733], [0.757, 0.031, 0.253], [0.233, 0.051, 1.611], [-0.859, -0.929, 1.918], [-0.914, -1.956, 2.811], [-2.193, -2.548, 2.662], [-2.833, -1.840, 1.691], [-4.178, -1.990, 1.077], [-2.031, -0.848, 1.242], [1.440, -1.211, -0.079], [0.596, -2.450, -0.097], [-0.417, -2.872, -0.907], [-0.848, -4.120, -0.390], [-0.063, -4.379, 0.692], [-0.033, -5.522, 1.642], [0.818, -3.372, 0.870], [-0.127, 5.873, -2.798], [0.538, 5.745, -1.170], [1.602, 5.577, -2.569], [0.350, 3.530, -3.262], [-0.642, 3.651, -1.793], [1.515, 2.305, 0.383], [0.547, 3.782, 0.261], [2.649, 5.097, -0.116], [3.585, 3.608, -0.029], [2.722, 4.190, 1.400], [2.023, 1.870, -3.055], [2.412, 1.336, -1.415], [-0.359, 1.268, -2.710], [0.744, -0.093, -2.582], [-0.659, 1.403, -0.325], [-1.018, -0.229, -0.891], [1.063, -0.152, 2.294], [-0.129, 1.067, 1.802], [-0.138, -2.259, 3.484], [-2.582, -3.387, 3.202], [-4.720, -2.789, 1.574], [-4.744, -1.063, 1.165], [-4.086, -2.228, 0.017], [1.915, -1.076, -1.054], [2.226, -1.359, 0.667], [-0.806, -2.373, -1.771], [-1.635, -4.736, -0.774], [-0.254, -5.180, 2.652], [0.953, -5.984, 1.651], [-0.772, -6.262, 1.347]],
  "forces_ev_per_angstrom": [[-0.15, -0.28, -0.07], [0.10, 0.23, 0.00], [-0.18, -0.05, -0.01], [0.39, 0.26, 0.12], [-0.31, -0.15, 0.08], [-0.16, -0.28, -0.27], [0.21, 0.21, 0.33], [0.00, -0.01, -0.31], [0.03, 0.04, 0.07], [-0.24, 0.04, -0.17], [0.55, -0.35, 0.81], [0.09, 0.61, -0.35], [-0.43, 0.28, -0.37], [-0.23, -0.68, 0.51], [0.32, 0.24, -0.06], [-0.18, 0.29, -0.20], [0.00, -0.03, 0.08], [-0.27, 0.21, -0.74], [0.47, 0.27, 0.26], [0.29, -0.23, 0.47], [-0.62, -0.42, -0.40], [0.21, 0.35, -0.04], [0.31, -0.15, 0.16], [-0.09, 0.12, -0.01], [0.01, 0.10, 0.12], [0.11, 0.05, -0.03], [-0.07, -0.04, 0.02], [0.04, -0.05, -0.10], [-0.12, 0.03, -0.02], [-0.05, -0.07, 0.01], [0.02, 0.12, -0.06], [0.12, -0.05, -0.03], [0.08, 0.06, 0.17], [0.05, -0.10, 0.08], [0.08, -0.04, -0.06], [-0.03, -0.07, -0.08], [-0.03, -0.04, -0.13], [-0.06, -0.01, 0.02], [0.01, 0.16, 0.06], [-0.12, 0.02, 0.07], [0.09, -0.02, 0.04], [0.24, -0.02, 0.09], [-0.17, -0.18, 0.07], [-0.04, -0.04, 0.02], [-0.11, 0.01, 0.00], [-0.06, -0.04, -0.08], [0.05, -0.06, 0.10], [0.05, -0.03, -0.13], [-0.01, 0.19, -0.16], [-0.15, -0.20, -0.01], [-0.04, -0.05, 0.11], [0.03, -0.10, 0.03], [-0.03, -0.04, -0.01]],
  "mulliken_charge": [-1.4316, -0.3562, 0.3730, 0.1079, -1.5064, -1.3272, -0.8271, -0.6309, 0.0812, -1.0649, 1.1549, -1.2349, -0.3323, 0.3778, -1.3897, -0.3153, -1.1646, 0.5568, -0.2687, -0.8557, 0.4891, -1.3007, -0.4092, 0.4390, 0.2893, 0.3562, 0.4288, 0.2250, -0.1180, 0.4231, 0.3630, 0.2678, 0.4103, 0.3475, 0.4863, 0.5243, 0.3671, 0.5795, 0.2652, 0.3407, 0.3727, 0.4699, 0.5163, 0.3532, 0.3184, 0.2853, 0.5793, 0.3751, 0.5419, 0.5183, 0.2902, 0.3192, 0.3399]
}